1.
C28H46BrN3P2STc | the ωB97M-V functional and the def2-TZVPD basis

```
! wB97M-V def2-TZVPD RIJCOSX def2/J DEFGRID3
* xyz 4 4
N 6.933 -1.098 -0.220
C 6.279 -2.224 -0.514
C 5.220 -2.276 -1.432
C 4.801 -1.068 -2.055
C 5.515 0.113 -1.722
C 6.572 0.038 -0.811
C 3.642 -0.990 -2.910
Tc -1.117 0.211 -0.269
P -3.469 0.332 0.348
C 3.008 0.210 -3.117
C 1.608 0.359 -3.240
C 1.033 1.649 -3.087
C -0.238 1.754 -2.578
C -0.863 0.543 -2.187
C -0.431 -0.742 -2.637
C 0.781 -0.796 -3.283
Br -3.207 0.745 -2.656
H 3.281 -1.924 -3.364
H 3.580 1.144 -3.177
H 4.738 -3.224 -1.672
H 5.279 1.078 -2.178
H 6.613 -3.136 -0.020
H 7.142 0.941 -0.573
H 1.611 2.542 -3.329
H 1.145 -1.718 -3.740
H -0.788 2.685 -2.480
H -1.085 -1.614 -2.549
P 0.221 1.441 1.034
C -4.226 -1.183 -0.435
C -5.607 -1.040 -1.072
H -4.225 -1.964 0.340
H -3.517 -1.512 -1.207
H -5.753 -1.901 -1.741
H -6.410 -1.059 -0.322
H -5.705 -0.141 -1.691
C -4.078 2.058 0.060
C -5.563 2.320 0.204
H -3.771 2.283 -0.978
H -3.486 2.725 0.711
H -5.795 3.256 -0.315
H -6.174 1.536 -0.254
H -5.863 2.434 1.251
C -3.944 0.094 2.105
C -5.391 -0.337 2.337
H -3.734 1.038 2.625
H -3.260 -0.650 2.529
H -5.619 -0.288 3.410
H -6.108 0.306 1.817
H -5.571 -1.363 2.000
C 0.395 0.827 2.764
C -0.886 0.822 3.596
H 1.158 1.459 3.245
H 0.806 -0.195 2.697
H -0.637 1.017 4.648
H -1.606 1.589 3.284
H -1.384 -0.156 3.556
C -0.305 3.193 1.311
C 0.006 4.186 0.188
H 0.186 3.521 2.243
H -1.390 3.164 1.508
H -0.559 5.110 0.369
H 1.068 4.461 0.169
H -0.270 3.807 -0.802
C 1.956 1.565 0.423
C 2.980 0.635 1.076
H 2.258 2.617 0.539
H 1.912 1.371 -0.661
H 3.988 0.922 0.751
H 2.960 0.692 2.173
H 2.820 -0.410 0.773
S -0.916 -2.004 0.409
C 0.633 -2.761 0.572
N 0.927 -3.905 -0.051
C 2.199 -4.452 0.382
C 2.714 -3.407 1.349
N 1.657 -2.412 1.368
H 0.254 -4.381 -0.637
H 2.868 -4.587 -0.473
H 2.066 -5.427 0.862
H 3.656 -2.966 1.005
H 2.890 -3.814 2.351
H 1.596 -1.670 2.055
*
```

ΔE to the lowest compared entry with this formula, charge and spin in kcal/mol: 27.6
Molecular weight in g mol⁻¹: 696.62
Lowest unoccupied orbital energy (spin up / spin down) in eV: -13.59 / -15.42
DFT total energy in hartree: -4992.839185
Max |F| in eV/A: 3.60
Highest occupied orbital energy (spin up / spin down) in eV: -19.2 / -20.2

***

2.
C28H46BrN3P2SV | the ωB97M-V functional and the def2-TZVPD basis

```
! wB97M-V def2-TZVPD RIJCOSX def2/J DEFGRID3
* xyz 2 4
N -5.163 -1.058 3.559
C -4.096 -0.400 4.036
C -3.262 0.349 3.220
C -3.597 0.492 1.843
C -4.739 -0.192 1.334
C -5.471 -0.953 2.250
C -2.728 1.278 1.038
V -0.457 0.984 -0.485
P 2.067 0.424 -1.174
C -2.853 1.236 -0.387
C -2.132 2.178 -1.220
C -2.124 1.921 -2.643
C -1.135 2.505 -3.450
C -0.153 3.267 -2.799
C -0.282 3.762 -1.504
C -1.286 3.195 -0.644
Br 1.461 3.765 -3.868
H -1.843 1.804 1.505
H -3.207 0.272 -0.874
H -2.345 0.773 3.602
H -5.026 -0.237 0.276
H -3.888 -0.483 5.119
H -6.358 -1.530 1.915
H -2.865 1.213 -2.987
H -1.546 3.592 0.375
H -1.077 2.329 -4.530
H 0.405 4.540 -1.162
P -0.657 -2.087 -0.611
C 2.546 2.003 -0.238
C 3.313 2.997 -1.103
H 3.087 1.812 0.710
H 1.586 2.458 0.087
H 3.504 3.969 -0.613
H 4.281 2.608 -1.446
H 2.711 3.223 -1.992
C 1.715 0.552 -2.979
C 2.929 0.641 -3.920
H 1.116 1.448 -3.189
H 1.072 -0.297 -3.270
H 2.647 0.929 -4.954
H 3.653 1.393 -3.567
H 3.429 -0.337 -3.983
C 3.505 -0.750 -0.983
C 4.914 -0.175 -1.211
H 3.380 -1.651 -1.607
H 3.379 -1.071 0.058
H 5.726 -0.921 -1.116
H 5.043 0.255 -2.208
H 5.134 0.606 -0.475
C 0.230 -3.545 0.178
C 1.750 -3.571 0.071
H -0.173 -4.478 -0.247
H -0.036 -3.546 1.243
H 2.123 -4.573 0.343
H 2.098 -3.359 -0.954
H 2.223 -2.855 0.753
C -0.517 -2.621 -2.387
C -1.514 -1.931 -3.304
H -0.616 -3.715 -2.422
H 0.516 -2.362 -2.653
H -1.393 -2.311 -4.327
H -2.553 -2.122 -3.012
H -1.365 -0.846 -3.343
C -2.374 -2.730 -0.289
C -2.595 -3.065 1.184
H -2.579 -3.602 -0.928
H -3.048 -1.923 -0.602
H -3.667 -3.249 1.371
H -2.049 -3.977 1.484
H -2.284 -2.236 1.839
S 0.458 -0.119 1.504
C 0.779 0.403 3.145
N 1.923 1.020 3.477
C 2.000 1.406 4.869
C 0.643 0.954 5.429
N -0.004 0.295 4.278
H 2.734 0.916 2.876
H 2.140 2.477 4.965
H 2.824 0.889 5.360
H 0.028 1.806 5.747
H 0.788 0.257 6.259
H -0.805 -0.322 4.365
*
```

ΔE to the lowest compared entry with this formula, charge and spin in kcal/mol: 61.4
Molecular weight in g mol⁻¹: 649.56
Lowest unoccupied orbital energy (spin up / spin down) in eV: -6.97 / -7.18
DFT total energy in hartree: -5857.096559
Max |F| in eV/A: 3.63
Highest occupied orbital energy (spin up / spin down) in eV: -13.3 / -13.4

***

3.
C28H46N10O5 | the ωB97M-V functional and the def2-TZVPD basis

```
! wB97M-V def2-TZVPD RIJCOSX def2/J DEFGRID3
* xyz 0 1
C 5.305 -1.142 1.321
C 4.183 -0.490 0.320
O 2.909 -0.954 0.454
N 4.406 0.600 -0.705
C 4.897 0.070 -2.033
C 5.241 1.746 -0.179
C 4.448 3.155 -0.467
C 2.867 3.161 -0.034
C 1.936 3.909 -1.205
O 1.071 2.929 -1.922
C -0.175 2.684 -1.167
O -0.342 2.864 0.149
O -1.356 2.132 -1.907
C -1.622 0.745 -1.412
C -2.794 0.812 -0.230
O -2.235 0.566 1.120
H 5.211 -0.712 2.426
H 5.085 -2.306 1.412
H 6.415 -1.034 0.964
H 5.163 -1.089 -2.017
H 3.979 0.169 -2.790
H 5.789 0.660 -2.508
H 6.289 1.838 -0.744
H 5.532 1.641 0.972
H 4.971 4.060 0.109
H 4.612 3.398 -1.621
H 2.389 2.101 0.120
H 2.720 3.744 0.988
H 2.695 4.367 -2.003
H 1.314 4.744 -0.654
H -0.642 0.230 -0.996
H -2.032 0.081 -2.285
H -3.650 0.054 -0.502
H -3.292 1.893 -0.286
H -2.906 0.987 1.750
C 2.638 -4.444 -1.385
C 3.895 -4.397 -0.620
N 4.889 -4.360 -0.015
H 2.777 -4.918 -2.362
H 1.865 -5.013 -0.857
H 2.237 -3.442 -1.565
C 2.338 3.590 -5.204
C 3.595 3.637 -4.439
N 4.589 3.674 -3.835
H 2.477 3.117 -6.182
H 1.565 3.022 -4.677
H 1.937 4.593 -5.384
C -1.361 4.125 2.924
C -1.633 5.422 3.564
N -1.849 6.448 4.069
H -2.023 3.339 3.304
H -1.502 4.171 1.839
H -0.332 3.794 3.102
C -4.812 -0.689 4.031
C -4.622 0.494 3.176
N -4.472 1.429 2.500
H -4.624 -0.460 5.085
H -5.834 -1.078 3.962
H -4.136 -1.504 3.751
C -5.902 -0.444 8.560
C -6.303 -0.511 7.144
N -6.620 -0.564 6.026
H -6.643 -0.918 9.213
H -4.947 -0.951 8.734
H -5.787 0.591 8.899
C -6.355 -2.565 0.376
C -5.098 -2.518 1.141
N -4.105 -2.481 1.745
H -6.216 -3.038 -0.602
H -7.129 -3.133 0.903
H -6.757 -1.562 0.195
C 7.367 -6.534 -1.242
C 7.381 -6.986 -2.644
N 7.392 -7.343 -3.751
H 7.134 -7.354 -0.555
H 8.336 -6.123 -0.940
H 6.618 -5.751 -1.077
C 0.747 -0.585 -3.545
C 1.736 -1.628 -3.864
N 2.518 -2.452 -4.115
H -0.253 -1.008 -3.399
H 1.008 -0.047 -2.628
H 0.670 0.158 -4.346
C -9.453 -0.394 -1.470
C -8.464 -1.437 -1.789
N -7.682 -2.261 -2.041
H -10.453 -0.816 -1.324
H -9.192 0.145 -0.553
H -9.530 0.349 -2.271
*
```

SMILES: CC(=O)N(C)CCCCOC(=O)OCCO.CC#N.CC#N.CC#N.CC#N.CC#N.CC#N.CC#N.CC#N.CC#N
ΔE to the lowest compared entry with this formula, charge and spin in kcal/mol: 158.3
Molecular weight in g mol⁻¹: 602.74
Lowest unoccupied orbital energy in eV: 0.26
DFT total energy in hartree: -2017.904843
Max |F| in eV/A: 8.66
Highest occupied orbital energy in eV: -9.0

***

> The lowest ΔE to the lowest compared entry with this formula, charge and spin belongs to which entry?

C28H46BrN3P2STc

***

Please write out number 1 again, unchanged.
C28H46BrN3P2STc | the ωB97M-V functional and the def2-TZVPD basis

```
! wB97M-V def2-TZVPD RIJCOSX def2/J DEFGRID3
* xyz 4 4
N 6.933 -1.098 -0.220
C 6.279 -2.224 -0.514
C 5.220 -2.276 -1.432
C 4.801 -1.068 -2.055
C 5.515 0.113 -1.722
C 6.572 0.038 -0.811
C 3.642 -0.990 -2.910
Tc -1.117 0.211 -0.269
P -3.469 0.332 0.348
C 3.008 0.210 -3.117
C 1.608 0.359 -3.240
C 1.033 1.649 -3.087
C -0.238 1.754 -2.578
C -0.863 0.543 -2.187
C -0.431 -0.742 -2.637
C 0.781 -0.796 -3.283
Br -3.207 0.745 -2.656
H 3.281 -1.924 -3.364
H 3.580 1.144 -3.177
H 4.738 -3.224 -1.672
H 5.279 1.078 -2.178
H 6.613 -3.136 -0.020
H 7.142 0.941 -0.573
H 1.611 2.542 -3.329
H 1.145 -1.718 -3.740
H -0.788 2.685 -2.480
H -1.085 -1.614 -2.549
P 0.221 1.441 1.034
C -4.226 -1.183 -0.435
C -5.607 -1.040 -1.072
H -4.225 -1.964 0.340
H -3.517 -1.512 -1.207
H -5.753 -1.901 -1.741
H -6.410 -1.059 -0.322
H -5.705 -0.141 -1.691
C -4.078 2.058 0.060
C -5.563 2.320 0.204
H -3.771 2.283 -0.978
H -3.486 2.725 0.711
H -5.795 3.256 -0.315
H -6.174 1.536 -0.254
H -5.863 2.434 1.251
C -3.944 0.094 2.105
C -5.391 -0.337 2.337
H -3.734 1.038 2.625
H -3.260 -0.650 2.529
H -5.619 -0.288 3.410
H -6.108 0.306 1.817
H -5.571 -1.363 2.000
C 0.395 0.827 2.764
C -0.886 0.822 3.596
H 1.158 1.459 3.245
H 0.806 -0.195 2.697
H -0.637 1.017 4.648
H -1.606 1.589 3.284
H -1.384 -0.156 3.556
C -0.305 3.193 1.311
C 0.006 4.186 0.188
H 0.186 3.521 2.243
H -1.390 3.164 1.508
H -0.559 5.110 0.369
H 1.068 4.461 0.169
H -0.270 3.807 -0.802
C 1.956 1.565 0.423
C 2.980 0.635 1.076
H 2.258 2.617 0.539
H 1.912 1.371 -0.661
H 3.988 0.922 0.751
H 2.960 0.692 2.173
H 2.820 -0.410 0.773
S -0.916 -2.004 0.409
C 0.633 -2.761 0.572
N 0.927 -3.905 -0.051
C 2.199 -4.452 0.382
C 2.714 -3.407 1.349
N 1.657 -2.412 1.368
H 0.254 -4.381 -0.637
H 2.868 -4.587 -0.473
H 2.066 -5.427 0.862
H 3.656 -2.966 1.005
H 2.890 -3.814 2.351
H 1.596 -1.670 2.055
*
```

ΔE to the lowest compared entry with this formula, charge and spin in kcal/mol: 27.6
Molecular weight in g mol⁻¹: 696.62
Lowest unoccupied orbital energy (spin up / spin down) in eV: -13.59 / -15.42
DFT total energy in hartree: -4992.839185
Max |F| in eV/A: 3.60
Highest occupied orbital energy (spin up / spin down) in eV: -19.2 / -20.2

***

> What is the DFT total energy in the third record?

-2017.904843 hartree

***

Please write out number 3 again, unchanged.
C28H46N10O5 | the ωB97M-V functional and the def2-TZVPD basis

```
! wB97M-V def2-TZVPD RIJCOSX def2/J DEFGRID3
* xyz 0 1
C 5.305 -1.142 1.321
C 4.183 -0.490 0.320
O 2.909 -0.954 0.454
N 4.406 0.600 -0.705
C 4.897 0.070 -2.033
C 5.241 1.746 -0.179
C 4.448 3.155 -0.467
C 2.867 3.161 -0.034
C 1.936 3.909 -1.205
O 1.071 2.929 -1.922
C -0.175 2.684 -1.167
O -0.342 2.864 0.149
O -1.356 2.132 -1.907
C -1.622 0.745 -1.412
C -2.794 0.812 -0.230
O -2.235 0.566 1.120
H 5.211 -0.712 2.426
H 5.085 -2.306 1.412
H 6.415 -1.034 0.964
H 5.163 -1.089 -2.017
H 3.979 0.169 -2.790
H 5.789 0.660 -2.508
H 6.289 1.838 -0.744
H 5.532 1.641 0.972
H 4.971 4.060 0.109
H 4.612 3.398 -1.621
H 2.389 2.101 0.120
H 2.720 3.744 0.988
H 2.695 4.367 -2.003
H 1.314 4.744 -0.654
H -0.642 0.230 -0.996
H -2.032 0.081 -2.285
H -3.650 0.054 -0.502
H -3.292 1.893 -0.286
H -2.906 0.987 1.750
C 2.638 -4.444 -1.385
C 3.895 -4.397 -0.620
N 4.889 -4.360 -0.015
H 2.777 -4.918 -2.362
H 1.865 -5.013 -0.857
H 2.237 -3.442 -1.565
C 2.338 3.590 -5.204
C 3.595 3.637 -4.439
N 4.589 3.674 -3.835
H 2.477 3.117 -6.182
H 1.565 3.022 -4.677
H 1.937 4.593 -5.384
C -1.361 4.125 2.924
C -1.633 5.422 3.564
N -1.849 6.448 4.069
H -2.023 3.339 3.304
H -1.502 4.171 1.839
H -0.332 3.794 3.102
C -4.812 -0.689 4.031
C -4.622 0.494 3.176
N -4.472 1.429 2.500
H -4.624 -0.460 5.085
H -5.834 -1.078 3.962
H -4.136 -1.504 3.751
C -5.902 -0.444 8.560
C -6.303 -0.511 7.144
N -6.620 -0.564 6.026
H -6.643 -0.918 9.213
H -4.947 -0.951 8.734
H -5.787 0.591 8.899
C -6.355 -2.565 0.376
C -5.098 -2.518 1.141
N -4.105 -2.481 1.745
H -6.216 -3.038 -0.602
H -7.129 -3.133 0.903
H -6.757 -1.562 0.195
C 7.367 -6.534 -1.242
C 7.381 -6.986 -2.644
N 7.392 -7.343 -3.751
H 7.134 -7.354 -0.555
H 8.336 -6.123 -0.940
H 6.618 -5.751 -1.077
C 0.747 -0.585 -3.545
C 1.736 -1.628 -3.864
N 2.518 -2.452 -4.115
H -0.253 -1.008 -3.399
H 1.008 -0.047 -2.628
H 0.670 0.158 -4.346
C -9.453 -0.394 -1.470
C -8.464 -1.437 -1.789
N -7.682 -2.261 -2.041
H -10.453 -0.816 -1.324
H -9.192 0.145 -0.553
H -9.530 0.349 -2.271
*
```

SMILES: CC(=O)N(C)CCCCOC(=O)OCCO.CC#N.CC#N.CC#N.CC#N.CC#N.CC#N.CC#N.CC#N.CC#N
ΔE to the lowest compared entry with this formula, charge and spin in kcal/mol: 158.3
Molecular weight in g mol⁻¹: 602.74
Lowest unoccupied orbital energy in eV: 0.26
DFT total energy in hartree: -2017.904843
Max |F| in eV/A: 8.66
Highest occupied orbital energy in eV: -9.0